[1]
Density functional theory data (ωB97M-V with the def2-TZVPD basis set) for a structure of composition C20H28F6N4NaO2SSbTe in a non-equilibrium geometry.

```
64
Properties=species:S:1:pos:R:3
Na 1.83 -1.04 0.27
C -1.47 3.29 3.19
Te -0.95 1.39 2.13
C -1.04 0.55 4.18
C -1.70 1.57 5.02
C -2.17 1.23 6.29
C -2.85 2.12 7.08
C -2.99 3.44 6.60
C -2.52 3.83 5.36
C -1.86 2.90 4.54
H -2.32 3.72 2.64
H -0.57 3.98 3.20
H -0.01 0.34 4.49
H -1.60 -0.41 4.12
H -1.93 0.23 6.62
H -3.18 1.92 8.14
H -3.51 4.15 7.24
H -2.67 4.82 4.96
F 1.13 -2.09 2.21
Sb 2.88 -2.48 3.02
F 2.31 -1.35 4.50
F 2.04 -4.06 3.69
F 4.62 -2.61 3.76
F 3.34 -3.27 1.32
F 3.33 -0.83 1.99
C 1.30 2.27 -4.24
N 2.55 1.58 -4.04
C 3.38 1.17 -5.21
C 2.87 1.21 -2.80
S 1.54 0.89 -1.66
N 4.20 1.16 -2.39
C 4.67 0.47 -1.22
C 5.20 1.98 -3.08
H 1.44 3.02 -5.01
H 0.98 2.71 -3.28
H 0.49 1.61 -4.58
H 2.71 0.57 -5.86
H 4.22 0.54 -4.90
H 3.78 2.04 -5.77
H 4.24 -0.55 -1.22
H 4.38 0.99 -0.28
H 5.75 0.30 -1.30
H 4.76 2.75 -3.80
H 5.84 1.33 -3.69
H 5.79 2.53 -2.30
O -4.71 -3.75 -3.43
C -5.32 -2.51 -3.18
N -4.44 -1.38 -3.08
C -3.04 -1.33 -3.06
O -2.38 -0.53 -3.76
C -2.43 -2.24 -2.04
C -3.05 -3.01 -1.01
C -2.26 -3.72 -0.13
C -0.88 -3.65 -0.21
N -0.28 -3.03 -1.22
C -1.04 -2.39 -2.11
H -4.18 -3.63 -4.22
H -5.92 -2.62 -2.28
H -5.99 -2.23 -4.07
H -4.83 -0.51 -3.40
H -4.11 -3.07 -0.97
H -2.69 -4.33 0.64
H -0.22 -4.08 0.55
H -0.50 -1.90 -2.92
```

Values from the calculation:
**E_LUMO (spin up / spin down)**: -4.1 / -6.9 eV
**Kohn-Sham gap (spin up / spin down)**: 6.91 / 4.09 eV
**E**: -76633.8394 eV
**2S+1**: 2
**Highest occupied orbital energy (spin up / spin down)**: -11.02 / -10.98 eV
**Net charge**: +1
**Molecular weight**: 774.88 g/mol
**Expectation value of S²**: 0.755

=====

[2]
Density functional theory data (ωB97M-V with the def2-TZVPD basis set) for the molecule C20H28FNO5S in a non-equilibrium geometry.

```
56
Properties=species:S:1:pos:R:3
C -2.60 2.71 -0.36
C -2.01 2.33 1.00
O -0.63 1.96 0.88
C -0.36 0.72 0.51
O -1.21 -0.12 0.31
C 1.14 0.49 0.33
C 1.51 1.22 -0.99
C 0.83 0.63 -2.23
C 0.54 1.71 -3.28
C -0.06 1.06 -4.53
C 0.88 -0.03 -5.03
C 1.16 -1.01 -3.89
O 1.71 -0.35 -2.77
C 1.44 -1.02 0.25
C 2.31 -1.49 1.42
N 1.86 -0.99 2.70
S 0.93 -1.98 3.65
O 1.46 -3.30 3.54
O 0.86 -1.35 4.94
C -0.72 -1.97 2.95
C -1.04 -2.89 1.97
C -2.30 -2.86 1.39
C -3.23 -1.92 1.80
C -2.89 -1.02 2.79
F -3.79 -0.10 3.19
C -1.64 -1.03 3.39
C 1.59 0.43 2.80
C 1.91 1.14 1.49
H -2.57 1.85 -1.02
H -3.63 3.02 -0.23
H -2.03 3.52 -0.80
H -2.57 1.49 1.43
H -2.02 3.18 1.68
H 2.59 1.14 -1.14
H 1.24 2.27 -0.89
H -0.12 0.14 -1.96
H -0.15 2.44 -2.87
H 1.47 2.21 -3.54
H -0.21 1.82 -5.31
H -1.03 0.63 -4.29
H 0.44 -0.57 -5.87
H 1.82 0.41 -5.36
H 1.90 -1.75 -4.18
H 0.23 -1.52 -3.60
H 0.49 -1.55 0.26
H 1.95 -1.24 -0.68
H 3.35 -1.17 1.28
H 2.30 -2.58 1.50
H -0.30 -3.62 1.68
H -2.56 -3.57 0.62
H -4.22 -1.87 1.36
H -1.38 -0.35 4.19
H 2.20 0.84 3.61
H 0.54 0.58 3.06
H 1.62 2.19 1.58
H 2.98 1.10 1.29
```

Values from the calculation:
**E_LUMO**: 0.7 eV
**Kohn-Sham gap**: 9.82 eV
**E**: -46475.0471 eV
**2S+1**: 1
**Highest occupied orbital energy**: -9.16 eV
**Net charge**: 0
**Energy relative to the best compared isomer or geometry (same formula, charge and spin)**: 4.0 kcal/mol
**SMILES string**: CCOC(=O)C1(C[C@H]2CCCCO2)CCN(S(=O)(=O)c2cccc(F)c2)CC1
**Molecular weight**: 413.51 g/mol

=====

[3]
Density functional theory data (ωB97M-V with the def2-TZVPD basis set) for a structure of composition C20H28LuO4S2.

```
55
Properties=species:S:1:pos:R:3
Lu 0.85 1.11 0.14
C 2.33 1.70 3.06
O 1.42 2.15 2.00
C 1.66 3.56 1.64
C 0.64 3.98 0.62
O 0.82 3.16 -0.58
C 0.28 3.78 -1.80
H 2.36 2.46 3.83
H 3.32 1.54 2.63
H 1.93 0.78 3.46
H 2.67 3.64 1.24
H 1.57 4.17 2.53
H 0.79 5.03 0.37
H -0.38 3.85 0.98
H 0.80 4.71 -1.96
H -0.79 3.93 -1.67
H 0.48 3.09 -2.61
O 2.49 0.26 -0.67
S 2.94 -1.23 -0.93
C 1.47 -1.93 -1.72
C 0.96 -1.12 -2.90
C -0.44 -1.56 -3.34
C -1.58 -1.43 -2.33
S -2.01 0.24 -1.80
O -0.88 0.58 -0.75
C -3.46 -0.07 -0.86
C -3.43 -0.39 0.49
C -4.64 -0.64 1.12
C -5.83 -0.59 0.41
C -5.84 -0.27 -0.94
C -4.64 0.01 -1.59
C 2.81 -1.93 0.67
C 1.77 -1.57 1.53
C 1.66 -2.17 2.77
C 2.60 -3.12 3.16
C 3.64 -3.47 2.31
C 3.75 -2.87 1.05
H 0.74 -2.02 -0.91
H 1.77 -2.94 -2.01
H 1.64 -1.22 -3.75
H 0.95 -0.05 -2.67
H -0.42 -2.62 -3.62
H -0.70 -1.02 -4.25
H -1.46 -1.99 -1.40
H -2.52 -1.77 -2.78
H -2.50 -0.44 1.04
H -4.65 -0.89 2.17
H -6.77 -0.79 0.91
H -6.77 -0.21 -1.49
H -4.65 0.29 -2.64
H 0.98 -0.87 1.26
H 0.85 -1.91 3.44
H 2.52 -3.60 4.13
H 4.37 -4.21 2.61
H 4.58 -3.13 0.39
```

Values from the calculation:
**E_LUMO**: -9.1 eV
**Kohn-Sham gap**: 8.46 eV
**E**: -84650.6036 eV
**2S+1**: 1
**Highest occupied orbital energy**: -17.54 eV
**Net charge**: +3
**Energy relative to the best compared isomer or geometry (same formula, charge and spin)**: 4.2 kcal/mol
**Molecular weight**: 571.54 g/mol

=====

[4]
Density functional theory data (ωB97M-V with the def2-TZVPD basis set) for a structure of composition C20H28MnN2Si in a non-equilibrium geometry.

```
52
Properties=species:S:1:pos:R:3
C 0.80 2.08 3.45
C 1.14 2.58 2.13
C -0.10 2.78 1.41
H 2.16 2.83 1.76
C -1.18 2.40 2.29
C -0.63 2.03 3.54
H -1.20 1.85 4.47
H 1.48 1.90 4.28
H -0.24 3.22 0.41
H -2.26 2.53 2.08
Mn 0.37 0.64 1.72
C -1.27 -3.46 -0.29
H -1.79 -2.67 -0.84
H -1.55 -3.50 0.78
H -0.21 -3.22 -0.38
Si 0.33 0.25 -0.95
C 1.71 -0.22 -2.19
C 2.74 0.60 -2.69
H 2.86 1.61 -2.31
C 3.59 0.12 -3.68
H 4.36 0.76 -4.11
C 3.45 -1.18 -4.19
H 4.09 -1.55 -4.99
C 2.41 -1.98 -3.69
H 2.27 -2.98 -4.09
C 1.54 -1.50 -2.71
H 0.70 -2.11 -2.36
C -1.01 0.77 -2.21
C -0.78 0.98 -3.58
H 0.20 0.83 -4.04
C -1.82 1.42 -4.42
H -1.65 1.54 -5.49
C -3.06 1.76 -3.89
H -3.85 2.18 -4.54
C -3.27 1.60 -2.52
H -4.25 1.85 -2.11
C -2.25 1.15 -1.67
H -2.43 1.11 -0.59
H 0.88 1.63 -0.89
H -1.50 -4.40 -0.66
N 1.32 -0.97 3.28
C 0.59 -1.91 4.17
C -0.74 -1.32 4.58
N -1.43 -0.77 3.38
H 2.01 -1.53 2.78
H 1.88 -0.37 3.88
H 0.43 -2.86 3.66
H 1.16 -2.08 5.08
H -1.36 -2.12 5.03
H -0.60 -0.52 5.32
H -2.23 -0.23 3.70
H -1.81 -1.58 2.89
```

Values from the calculation:
**E_LUMO (spin up / spin down)**: 0.1 / 0.1 eV
**Kohn-Sham gap (spin up / spin down)**: 6.95 / 7.41 eV
**E**: -63370.2216 eV
**2S+1**: 6
**Highest occupied orbital energy (spin up / spin down)**: -6.82 / -7.35 eV
**Net charge**: 0
**Molecular weight**: 379.48 g/mol
**Expectation value of S²**: 8.759

=====

Which formula does entry 2 have?
C20H28FNO5S